(1)
DFT (wB97M-V/def2-TZVPD) results for a cluster of 2 separate species, C2H9N2O in total in a non-equilibrium geometry.

The geometry in ORCA input format:
```
! wB97M-V def2-TZVPD RIJCOSX def2/J DEFGRID3
* xyz 0 2
C 1.60050 -0.76115 -1.25044
C 0.95783 -0.52022 0.03215
N -0.68852 -0.60851 0.28642
N 0.72373 -0.23715 -2.32675
H 1.98322 -1.76340 -1.40609
H 0.98416 0.52005 0.38145
H -1.32462 0.17682 0.26327
H -1.19978 -1.42108 -0.05041
H 1.10950 -1.17196 0.90886
H 1.34361 0.02044 -3.06616
H 0.12346 -0.97866 -2.65106
H -1.29185 2.72476 2.70158
H -2.12917 1.63425 3.38894
O -2.19206 2.38582 2.78823
*
```

Results
E_LUMO (alpha / beta)	0.976 / -0.316	eV
maximum force	4.98	eV/A
HOMO level (alpha / beta)	-8.5 / -8.8	eV
ΔE to the lowest compared entry with this formula, charge and spin	148.6	kJ/mol
energy	-266.2179	Ha
⟨S²⟩	0.7552
gap between HOMO and LUMO (alpha / beta)	9.4461 / 8.4706	eV

=====

(2)
DFT (wB97M-V/def2-TZVPD) results for a structure of composition C25H19Co2N2O6 in a non-equilibrium geometry.

The geometry in ORCA input format:
```
! wB97M-V def2-TZVPD RIJCOSX def2/J DEFGRID3
* xyz -1 1
C -1.70613 -1.77280 2.35886
C -2.14842 -1.66064 1.03158
C -1.74444 -0.59011 0.24148
C -1.00964 0.42865 0.87141
C -0.69099 1.66050 0.17365
N -0.62400 2.80831 0.96886
C 0.05561 4.00488 0.26950
C -0.13519 4.05973 -1.21184
C -0.06330 2.74103 -1.98266
N -0.39868 1.65140 -1.11774
C -0.57547 0.34352 2.20405
C -0.94584 -0.74833 2.95346
H -1.94470 -2.66454 2.94719
H -2.79024 -2.43919 0.61067
H -2.01011 -0.53986 -0.81300
H -0.34332 4.87947 0.80822
H 1.11619 3.92101 0.55111
H -1.05753 4.57418 -1.43353
H 0.62803 4.74597 -1.57437
H -0.76686 2.78856 -2.82449
H 0.95727 2.61009 -2.35864
H -0.46729 0.73146 -1.60871
H 0.06035 1.14852 2.56835
H -0.62083 -0.80217 3.98623
O 2.42417 4.67717 6.88741
C 1.64760 4.66922 6.00561
Co 0.64284 3.84471 4.67037
C 1.55423 2.33079 4.51063
O 2.07842 1.30722 4.39228
C -0.51571 3.23783 5.81458
O -1.14268 2.78158 6.67881
C 0.47494 5.07988 3.39832
C -0.31517 4.04212 3.08671
C -1.28080 3.39873 2.42660
C -2.48526 3.02235 3.19035
C -3.33035 1.97712 2.76510
C -4.36516 1.49843 3.56328
C -4.67837 2.23218 4.75282
C -3.94190 3.38710 5.12037
C -2.85492 3.76753 4.32285
Co 0.39450 6.28849 5.12058
C 1.54749 7.46100 5.76957
O 2.31439 8.21436 6.17519
C -0.86583 6.10084 6.35029
O -1.69165 6.02669 7.15591
C -0.44909 7.58907 4.24333
O -0.97724 8.41208 3.66708
H 1.08015 5.61620 2.72378
H -1.77938 3.28617 1.13933
H -3.07439 1.49963 1.82840
H -4.90033 0.56561 3.25762
H -5.54258 1.84129 5.35148
H -4.24947 3.90920 6.04783
H -2.36611 4.67794 4.56469
*
```

Results
E_LUMO	2.014	eV
maximum force	8.18	eV/A
HOMO level	-2.2	eV
ΔE to the lowest compared entry with this formula, charge and spin	736.3	kJ/mol
energy	-4290.2525	Ha
gap between HOMO and LUMO	4.2565	eV

=====

(3)
DFT (wB97M-V/def2-TZVPD) results for an isolated molecule of C14H22O in a non-equilibrium geometry.

The geometry in ORCA input format:
```
! wB97M-V def2-TZVPD RIJCOSX def2/J DEFGRID3
* xyz 0 1
O 3.11534 -3.12164 -0.13112
C 1.94971 -2.84400 0.03505
C 0.27528 1.16731 -1.06908
C 0.13376 0.45677 0.14941
C 1.54578 -1.46365 -0.04224
C 0.22396 -1.01393 0.08855
C 1.08988 -3.73317 1.06887
C 0.43990 0.42864 -2.35507
C 1.78615 3.00396 1.33291
C 1.00043 0.46402 2.57575
C -1.43776 0.93216 2.02804
C 0.13708 2.62986 -1.20257
C -0.34530 3.19249 0.12397
C 0.28679 2.61446 1.37709
C 0.02321 1.14388 1.48408
H 2.27811 -0.76389 -0.29950
H -0.68954 -1.58859 0.17578
H 1.70617 -4.47103 1.63879
H 0.23790 -4.15561 0.49976
H 0.68560 -3.09870 1.85710
H 0.78249 -0.63078 -2.40222
H -0.48149 0.43157 -2.97378
H 1.24520 0.99067 -2.91529
H 2.14683 3.02787 2.40163
H 1.93199 3.97933 0.88240
H 2.47176 2.34896 0.63313
H 0.59647 -0.56152 2.83929
H 0.91498 0.87937 3.54182
H 2.07410 0.48135 2.34585
H -2.12565 1.68084 1.66620
H -1.46156 1.00283 3.06881
H -1.90302 -0.10520 1.81936
H 1.15229 2.96531 -1.29442
H -0.49345 2.90111 -2.09488
H -1.37908 3.02636 0.25977
H -0.22383 4.28282 0.22206
H -0.11095 3.09932 2.24423
*
```

Results
E_LUMO	0.208	eV
maximum force	5.47	eV/A
HOMO level	-8.5	eV
SMILES	CC(=O)/C=C/C1=C(C)CC[C@H](C)C1(C)C
ΔE to the lowest compared entry with this formula, charge and spin	277.6	kJ/mol
energy	-621.7906	Ha
gap between HOMO and LUMO	8.7087	eV

=====

(4)
DFT (wB97M-V/def2-TZVPD) results for a structure of composition C28H58I2N5O3 in a non-equilibrium geometry.

The geometry in ORCA input format:
```
! wB97M-V def2-TZVPD RIJCOSX def2/J DEFGRID3
* xyz 1 3
C 0.20198 -2.03432 3.43401
C 0.44540 -1.95505 1.88796
C 1.22564 -3.18763 1.43280
C 1.14551 -0.60899 1.58363
C 1.88099 -0.60051 0.22177
C 0.24024 0.63129 1.76466
O -1.11049 0.46618 1.32625
N -1.94969 -0.02120 2.34219
C -3.17647 0.67590 2.24873
N -3.23918 1.92215 2.71279
N -4.27703 0.20055 1.67829
C -4.32594 -1.23817 1.31568
I -3.05055 -1.63992 -0.39174
C -5.77972 -1.64933 0.94044
C -6.78317 -1.34312 2.05436
I -5.89625 -3.71087 0.32604
H -0.85897 -2.21222 3.63009
H 0.81733 -2.79609 3.91716
H 0.48454 -1.08233 3.90337
H -0.54277 -1.96632 1.42173
H 1.48911 -3.18402 0.37234
H 0.57204 -4.05616 1.58517
H 2.12643 -3.37703 2.02597
H 1.94433 -0.50149 2.33410
H 2.70501 -1.31345 0.28796
H 1.22111 -0.82222 -0.61971
H 2.36619 0.37663 0.11641
H 0.65717 1.40868 1.11594
H 0.32742 1.02952 2.78635
H -1.58010 0.15803 3.27863
H -3.71387 2.62444 2.14174
H -2.78257 2.18715 3.57299
H -5.01556 0.43435 2.34349
H -4.02553 -1.90505 2.12712
H -6.04697 -1.04339 0.06981
H -6.65327 -1.96069 2.94705
H -6.85198 -0.27469 2.29511
H -7.77345 -1.60324 1.66719
C -2.50124 7.81574 0.72192
C -2.48569 6.56591 1.63567
C -1.06663 6.31420 2.16439
C -0.11812 5.68577 1.14257
C -0.74849 4.44682 0.51117
C -2.12477 4.73061 -0.09324
N -3.03229 5.39348 0.88746
O -3.43319 4.50010 1.74672
C -1.95600 5.59001 -1.36042
C -2.73239 3.43017 -0.60150
C -3.37086 6.94153 2.82733
H -3.28643 7.74783 -0.03174
H -2.70264 8.72132 1.29252
H -1.55119 7.98404 0.21543
H -1.11612 5.64796 3.03280
H -0.64031 7.25410 2.51988
H 0.15568 6.41313 0.37451
H 0.81372 5.40775 1.63959
H -0.08157 4.05246 -0.25908
H -0.82507 3.66398 1.27569
H -2.92550 5.87121 -1.77431
H -1.42177 5.02800 -2.12699
H -1.37882 6.49707 -1.20425
H -2.80415 2.67523 0.18339
H -2.11140 3.00324 -1.38851
H -3.72997 3.58746 -1.01576
H -4.40464 7.10450 2.51757
H -3.00682 7.86121 3.28355
H -3.36113 6.18228 3.60899
C 2.89197 -3.31486 -4.19376
C 4.35493 -3.38728 -3.69030
C 5.18605 -4.28851 -4.61429
C 4.94688 -5.78464 -4.40872
C 5.08012 -6.15643 -2.93391
C 4.18316 -5.30903 -2.03102
N 4.37315 -3.84954 -2.27011
O 5.49527 -3.48687 -1.73081
C 2.71145 -5.70980 -2.25145
C 4.45325 -5.67111 -0.57044
C 4.88728 -1.95840 -3.82552
H 2.19708 -3.13811 -3.37096
H 2.75353 -2.49137 -4.89433
H 2.57860 -4.21527 -4.72206
H 6.25046 -4.09112 -4.45201
H 4.97907 -4.03123 -5.65560
H 3.96384 -6.07185 -4.79248
H 5.67534 -6.34985 -4.99356
H 4.84215 -7.21485 -2.80434
H 6.12759 -6.04338 -2.63709
H 2.04124 -5.07123 -1.67185
H 2.54914 -6.73797 -1.92596
H 2.39564 -5.67677 -3.29099
H 5.49857 -5.54630 -0.29101
H 4.20659 -6.71632 -0.38258
H 3.84592 -5.06104 0.10234
H 4.35162 -1.27168 -3.16632
H 4.75987 -1.61070 -4.85074
H 5.95123 -1.88890 -3.60345
*
```

Results
E_LUMO (alpha / beta)	-4.052 / -4.062	eV
maximum force	2.93	eV/A
HOMO level (alpha / beta)	-10.0 / -10.8	eV
ΔE to the lowest compared entry with this formula, charge and spin	51.5	kJ/mol
energy	-2196.1060	Ha
⟨S²⟩	2.0082
gap between HOMO and LUMO (alpha / beta)	5.9354 / 6.7280	eV

=====

(5)
DFT (wB97M-V/def2-TZVPD) results for an isolated molecule of C4H7NOS in a non-equilibrium geometry.

The geometry in ORCA input format:
```
! wB97M-V def2-TZVPD RIJCOSX def2/J DEFGRID3
* xyz 0 1
C 1.23216 0.82978 -2.50267
C 0.84288 -0.12713 -1.49403
C -0.00532 -0.08697 -0.38680
C -0.45854 -1.29781 1.75525
H 1.20623 2.35197 -1.56516
H 1.18138 0.70188 -3.65800
H 2.48728 0.47348 -2.47457
H 1.35413 -1.08737 -1.61752
H -0.65606 0.69830 -0.04502
H 1.31699 -1.74786 0.39450
H 0.01237 -2.08080 2.39113
N 0.19770 -1.21267 0.53036
O 0.79623 2.15811 -2.25210
S -1.52020 -0.24956 2.29052
*
```

Results
E_LUMO	0.334	eV
maximum force	12.02	eV/A
HOMO level	-8.4	eV
SMILES	OC/C=C/NC=S
ΔE to the lowest compared entry with this formula, charge and spin	424.6	kJ/mol
energy	-684.6453	Ha
gap between HOMO and LUMO	8.6983	eV

=====

(6)
DFT (wB97M-V/def2-TZVPD) results for a structure of composition C4H12ClI2NOPRu in a non-equilibrium geometry.

The geometry in ORCA input format:
```
! wB97M-V def2-TZVPD RIJCOSX def2/J DEFGRID3
* xyz 2 6
I 5.93655 1.18672 -1.77626
I 5.86066 -1.61432 -1.77673
Ru 0.05867 -0.01258 -0.15765
P -0.78115 0.02458 -2.16100
C 0.44179 0.04733 -3.52588
C -1.84129 -1.41761 -2.53006
H -2.64298 1.48743 -1.73111
H -2.28083 1.39552 -3.49697
H -1.23603 2.37820 -2.41955
C -1.84966 1.47065 -2.49006
H -2.63104 -1.46269 -1.76856
H -2.27701 -1.31462 -3.53234
H -0.08448 0.05727 -4.49248
H 1.06754 -0.85617 -3.43889
H -1.22127 -2.32262 -2.48950
H 1.05929 0.95399 -3.41579
C 1.82170 0.00924 -0.64089
O 2.95785 0.01784 -0.93282
Cl -2.16818 -0.02439 0.64340
N 0.62825 -0.03268 1.94723
H 1.30529 -0.77226 2.14804
H -0.19534 -0.16486 2.52682
H 1.06976 0.85915 2.21197
*
```

Results
E_LUMO (alpha / beta)	-6.467 / -11.550	eV
maximum force	4.62	eV/A
HOMO level (alpha / beta)	-15.9 / -15.8	eV
energy	-1780.7552	Ha
⟨S²⟩	8.7813
gap between HOMO and LUMO (alpha / beta)	9.4371 / 4.2124	eV

=====

Which formula does entry 4 have?
C28H58I2N5O3

=====

What is the formula in the second record?
C25H19Co2N2O6

=====

Repeat the third record exactly.
DFT (wB97M-V/def2-TZVPD) results for an isolated molecule of C14H22O in a non-equilibrium geometry.

The geometry in ORCA input format:
```
! wB97M-V def2-TZVPD RIJCOSX def2/J DEFGRID3
* xyz 0 1
O 3.11534 -3.12164 -0.13112
C 1.94971 -2.84400 0.03505
C 0.27528 1.16731 -1.06908
C 0.13376 0.45677 0.14941
C 1.54578 -1.46365 -0.04224
C 0.22396 -1.01393 0.08855
C 1.08988 -3.73317 1.06887
C 0.43990 0.42864 -2.35507
C 1.78615 3.00396 1.33291
C 1.00043 0.46402 2.57575
C -1.43776 0.93216 2.02804
C 0.13708 2.62986 -1.20257
C -0.34530 3.19249 0.12397
C 0.28679 2.61446 1.37709
C 0.02321 1.14388 1.48408
H 2.27811 -0.76389 -0.29950
H -0.68954 -1.58859 0.17578
H 1.70617 -4.47103 1.63879
H 0.23790 -4.15561 0.49976
H 0.68560 -3.09870 1.85710
H 0.78249 -0.63078 -2.40222
H -0.48149 0.43157 -2.97378
H 1.24520 0.99067 -2.91529
H 2.14683 3.02787 2.40163
H 1.93199 3.97933 0.88240
H 2.47176 2.34896 0.63313
H 0.59647 -0.56152 2.83929
H 0.91498 0.87937 3.54182
H 2.07410 0.48135 2.34585
H -2.12565 1.68084 1.66620
H -1.46156 1.00283 3.06881
H -1.90302 -0.10520 1.81936
H 1.15229 2.96531 -1.29442
H -0.49345 2.90111 -2.09488
H -1.37908 3.02636 0.25977
H -0.22383 4.28282 0.22206
H -0.11095 3.09932 2.24423
*
```

Results
E_LUMO	0.208	eV
maximum force	5.47	eV/A
HOMO level	-8.5	eV
SMILES	CC(=O)/C=C/C1=C(C)CC[C@H](C)C1(C)C
ΔE to the lowest compared entry with this formula, charge and spin	277.6	kJ/mol
energy	-621.7906	Ha
gap between HOMO and LUMO	8.7087	eV

=====

Look up the maximum force of the fifth one.
12.02 eV/A